Record 1
This record from the OMol25 dataset describes a structure of composition C19H24N3O4PbS2. The level of theory is ωB97M-V/def2-TZVPD.

net charge	+1
2S+1	1

Structure (XYZ):
```
53
Properties=species:S:1:pos:R:3:forces:R:3:nbo_charge:R:1
C 3.002 -0.019 5.778 0.115 0.012 -0.094 -0.1662
H 0.880 0.004 6.156 0.003 0.007 -0.010 0.2367
H -2.907 -0.555 -1.820 -0.012 -0.045 0.008 0.2096
C -2.006 -0.713 -2.414 0.030 0.147 -0.004 -0.2437
O -2.443 -1.142 2.015 -0.179 0.001 0.234 -0.8234
H 1.483 0.175 -3.211 0.087 0.001 -0.026 0.1738
N 2.102 0.016 1.718 0.090 0.070 0.028 -0.5744
H -0.036 3.257 -1.177 -0.019 0.009 -0.010 0.2168
O -0.038 0.048 3.764 -0.056 0.014 -0.070 -0.6593
H 5.053 -0.034 5.109 -0.024 0.008 0.042 0.2325
H -1.214 -3.260 -0.373 -0.018 -0.008 -0.003 0.2173
H 5.716 0.043 -2.803 -0.005 -0.008 0.001 0.2313
H -3.036 1.260 -0.812 0.010 -0.007 0.022 0.1953
H 0.721 2.243 -2.410 -0.033 -0.013 -0.004 0.2223
C 2.282 0.017 3.093 0.382 -0.058 0.209 0.0773
C -1.391 0.632 -2.784 -0.008 -0.126 -0.002 -0.2433
H 3.260 -0.031 6.828 -0.025 -0.006 0.003 0.2309
C 3.624 -0.003 3.498 -0.072 0.002 -0.145 -0.2054
C -1.888 -2.615 -0.937 0.058 -0.029 0.066 -0.4213
H 0.424 -1.579 -3.121 -0.034 -0.028 0.005 0.2105
O -4.455 0.219 2.454 0.004 0.036 0.166 -0.7798
S 4.641 -0.018 2.095 -0.126 -0.001 -0.043 0.4491
H -2.073 1.149 -3.471 0.021 0.006 -0.020 0.2123
N -1.104 -1.598 -1.653 0.110 -0.016 -0.214 -0.5005
C 3.598 0.111 -3.147 0.029 0.012 -0.031 -0.2121
C 3.234 0.000 1.076 0.123 0.005 0.372 0.1142
C 2.159 0.049 -1.175 0.069 0.003 0.328 -0.5416
H -0.137 0.181 2.814 -0.024 -0.008 0.015 0.4807
H -0.459 0.465 -3.325 -0.037 0.062 -0.014 0.2111
C 3.332 0.015 -0.388 -0.117 -0.015 -0.341 -0.1573
H 3.688 0.157 -4.224 -0.001 0.003 0.002 0.2255
H -2.321 -1.212 -3.339 -0.051 -0.006 0.013 0.2150
C 1.660 0.002 5.405 -0.187 0.006 0.010 -0.2651
H -2.577 -2.149 -0.239 -0.015 0.050 0.015 0.2146
N -1.096 1.499 -1.626 0.070 -0.044 -0.239 -0.5036
H -2.105 2.605 -0.151 -0.002 0.022 0.009 0.2268
S -3.062 0.121 2.238 0.189 -0.050 -0.428 2.4577
H 0.525 -2.888 -1.951 0.011 -0.001 -0.030 0.2183
H -2.455 -3.238 -1.637 0.002 0.012 -0.012 0.2008
C -2.332 2.052 -1.060 0.028 -0.039 0.062 -0.4245
H -0.695 -2.951 -3.241 -0.028 0.003 0.022 0.1990
C 1.284 0.025 4.076 0.084 -0.002 0.017 0.3002
C -0.232 2.616 -2.037 0.073 0.030 -0.007 -0.4269
H 5.486 -0.017 -0.362 0.017 -0.004 -0.009 0.2215
Pb 0.161 -0.042 0.022 -0.089 -0.009 -0.282 1.3517
O -2.253 1.285 2.108 -0.170 0.036 0.249 -0.8298
H -2.814 2.729 -1.775 -0.013 -0.022 -0.011 0.2049
C 4.732 0.048 -2.355 0.042 0.042 -0.036 -0.1910
C 2.343 0.115 -2.554 -0.230 -0.022 0.044 -0.1659
C 4.597 0.012 -0.980 -0.130 -0.012 0.084 -0.1639
C 4.008 -0.017 4.831 0.048 -0.031 0.070 -0.2334
C -0.163 -2.290 -2.547 0.029 0.015 -0.024 -0.4258
H -0.710 3.220 -2.817 -0.020 -0.003 0.013 0.2005
```
Forces are in eV/Å.

=====

Record 2
This record from the OMol25 dataset describes a cluster of 2 separate species, C19H24N3O8P in total. The level of theory is ωB97M-V/def2-TZVPD.

net charge	0
SMILES	CNC(=O)[C@H](Cc1ccc(O)cc1)NC(C)=O.O=C(O)c1ncccc1CP(=O)(O)O
2S+1	1

Structure (XYZ):
```
55
Properties=species:S:1:pos:R:3:forces:R:3:nbo_charge:R:1
O -8.120 1.666 1.584 0.661 -1.600 -0.388 -0.5468
H 3.822 1.637 0.096 0.062 0.006 -0.069 0.2094
C -4.719 0.567 -1.367 -0.729 0.210 -0.043 -0.1779
O 6.274 -2.414 1.255 -0.214 0.348 -0.249 -0.6422
H 4.590 -0.497 2.087 0.165 -0.278 -0.062 0.2436
N -7.465 1.025 -1.268 -0.013 -0.128 0.923 -0.3693
C 3.948 -0.850 1.278 0.000 -0.026 -0.032 -0.4091
C 0.545 1.838 1.019 0.144 -0.572 0.253 0.3935
O -7.655 -0.534 1.810 0.311 0.619 -0.773 -0.6720
C -5.395 0.489 -0.144 -0.340 -0.055 0.161 -0.0221
C -7.582 0.655 1.155 -1.307 1.895 0.819 0.7483
C 4.171 -1.021 -2.417 0.108 0.213 -0.993 0.6853
H 3.591 -1.845 1.550 0.095 -0.032 0.145 0.2159
H -1.267 2.345 1.465 0.074 -0.063 -0.125 0.5160
H -7.366 1.333 -3.334 -0.198 -0.022 0.263 0.2063
C -5.438 0.871 -2.519 0.039 0.010 0.026 -0.2289
H 1.863 3.157 -0.057 -0.032 0.089 -0.034 0.2197
H -5.119 -0.519 1.757 -0.097 -0.104 -0.009 0.2814
H -4.945 0.933 -3.483 -0.016 -0.022 0.114 0.2262
H 2.184 -0.696 -3.122 -0.179 -0.083 -0.045 0.2274
H 6.371 -1.847 -1.816 0.118 0.052 0.108 0.4278
H -3.996 3.122 0.770 -0.006 0.603 -0.187 0.5174
N 6.648 -2.304 -0.953 0.017 0.301 -1.173 -0.6163
H -8.218 -0.355 2.579 0.047 -0.045 0.047 0.5060
C 2.879 1.335 0.529 -1.369 -0.196 0.510 -0.1908
P -4.123 1.599 2.083 2.169 -0.294 -0.094 2.3695
H 3.391 -0.985 -4.397 -0.013 -0.054 0.151 0.2436
O 5.259 -0.622 -2.807 0.446 0.133 0.078 -0.6649
C -6.803 0.733 -0.121 1.667 -0.817 -2.046 0.0869
H 8.251 -3.208 -1.971 -0.202 0.106 0.089 0.2060
C 7.788 -3.217 -0.983 -0.365 0.231 0.513 -0.4103
H 8.525 -2.909 -0.238 -0.023 -0.106 -0.045 0.2107
C 3.058 -1.281 -3.403 0.017 0.107 0.095 -0.7067
H 1.430 -1.213 2.289 0.011 -0.089 -0.011 0.2089
O -4.636 2.956 1.474 -1.404 0.031 -0.247 -0.9648
H 7.457 -4.229 -0.747 0.128 -0.019 0.013 0.2006
H -4.337 2.253 3.965 -0.064 0.103 0.802 0.5142
O -2.659 1.752 2.124 0.845 -0.579 0.094 -1.1746
C 1.525 -0.272 1.764 0.076 1.262 -0.672 -0.1903
N 3.898 -1.258 -1.136 0.050 -0.412 1.040 -0.5995
O -4.677 1.450 3.550 -0.967 0.141 -0.509 -0.9495
H 2.968 -1.568 -0.908 -0.017 0.037 0.098 0.4053
C 4.795 -0.974 -0.004 -0.259 0.390 -0.196 -0.1267
H 2.813 -2.342 -3.400 -0.155 -0.046 -0.038 0.2278
C 1.776 2.202 0.440 0.085 -0.773 0.410 -0.2980
C -6.810 1.095 -2.433 0.550 -0.171 0.945 0.0360
H -0.517 0.328 2.144 -0.125 0.038 0.023 0.2245
H 5.258 -0.006 -0.190 0.073 0.140 -0.221 0.2224
C 0.421 0.599 1.685 1.063 0.012 -0.311 -0.3230
C 5.976 -1.960 0.152 0.012 -0.892 1.094 0.6595
O -0.513 2.681 0.935 0.469 0.174 -0.178 -0.7249
H -3.646 -0.337 0.825 0.002 0.230 0.078 0.2818
C -4.577 0.161 1.100 -1.174 -0.074 0.033 -0.8583
C 2.757 0.091 1.183 -0.066 0.067 -0.323 -0.0819
H -3.647 0.391 -1.431 -0.165 0.004 0.146 0.2269
```
Forces are in eV/Å.

=====

Calculated total energy
In order: -2192.62175 -1846.12349
Unit: hartree
Relative energy (zero: lowest compared OMol25 entry of this formula, charge and spin)
In order: 53.6 0.0
Unit: kcal per mole
Maximum force
In order: 0.47 2.76
Unit: eV/Å